[1]
{"formula": "C2H8N2O", "method": "ωB97M-V/def2-TZVPD", "smiles": "[H]/N=C/NC.O", "charge": 0, "homo_ev": -9.06, "orbital_gap_ev": 10.0, "symbols": ["H", "N", "C", "N", "C", "H", "H", "H", "H", "H", "O", "H", "H"], "positions_angstrom": [[-0.7613, 2.8373, 0.7158], [-0.6633, 1.8484, 0.8755], [0.2007, 1.2938, 0.1294], [0.8064, 0.1227, 0.5025], [1.4509, -0.8031, -0.3861], [0.4210, 1.6817, -0.8758], [0.4259, -0.0060, 1.4276], [1.0980, -1.8317, -0.3165], [1.1755, -0.4969, -1.3990], [2.5385, -0.7615, -0.3525], [-2.3825, -1.5213, -0.4220], [-2.0471, -1.8061, 0.4467], [-2.2625, -0.5572, -0.3456]], "forces_ev_per_a": [[-0.515, 0.099, -0.656], [0.417, -0.121, 1.312], [0.099, -0.177, -1.285], [-1.104, 1.459, 0.241], [-0.226, 0.124, -0.887], [0.560, -0.094, 0.203], [0.580, -1.253, 0.313], [0.005, 0.061, 0.383], [0.079, -0.052, -0.019], [0.064, -0.124, 0.352], [0.471, 0.552, 0.773], [-0.256, -0.120, -0.482], [-0.175, -0.352, -0.247]], "lowdin_charge": [0.026, 0.044, -0.364, -0.067, -0.102, 0.125, 0.120, 0.080, 0.080, 0.074, -0.078, 0.037, 0.026]}

=====

[2]
{"formula": "C2H12NO3", "method": "ωB97M-V/def2-TZVPD", "charge": 1, "homo_ev": -14.79, "orbital_gap_ev": 11.3, "symbols": ["C", "C", "N", "H", "H", "H", "H", "H", "H", "H", "H", "O", "H", "H", "O", "H", "H", "O"], "positions_angstrom": [[-1.2839, -1.3218, -1.7430], [-0.0403, -1.5958, -1.2985], [-1.9495, -0.0776, -1.1745], [-1.8053, -1.8020, -2.4928], [0.5934, -2.4380, -1.6812], [0.3503, -0.9956, -0.3617], [-1.4438, 0.2294, -0.3743], [-2.1768, 0.7227, -2.0087], [-2.9034, -0.2346, -0.8481], [1.2997, 1.2275, 0.7047], [1.5234, 0.3221, -0.5671], [0.8821, 0.8742, -0.0884], [3.7377, 0.5436, 1.6098], [3.1597, -0.5095, 2.5557], [2.8738, -0.0726, 1.6546], [-0.8730, 1.2083, 2.7190], [-0.6966, 2.3491, 1.5846], [-1.2476, 1.5706, 1.8100]], "forces_ev_per_a": [[2.700, 1.492, 2.081], [-0.533, 0.364, 1.436], [-1.972, 0.684, -4.020], [-1.071, -0.757, -1.438], [-1.001, 0.886, 0.310], [-0.800, -1.410, -2.208], [1.121, 1.283, 0.863], [1.533, -2.401, 3.009], [-0.063, -0.520, 0.151], [0.341, -0.429, -0.083], [0.160, 0.749, 0.600], [-0.320, 0.068, -0.636], [-2.869, -1.798, -0.340], [-1.282, 0.840, -2.470], [4.251, 1.011, 2.855], [-1.137, 1.302, -2.879], [-0.450, -0.634, 0.403], [1.393, -0.729, 2.365]], "lowdin_charge": [-0.112, 0.068, 0.171, 0.086, 0.103, 0.095, 0.080, 0.275, 0.154, 0.028, 0.043, -0.100, 0.121, 0.102, -0.160, 0.119, 0.043, -0.117]}

=====

[3]
{"formula": "C4H12NO2P", "method": "ωB97M-V/def2-TZVPD", "smiles": "CN=P(C)(OC)OC", "charge": 0, "homo_ev": -8.92, "orbital_gap_ev": 9.7, "symbols": ["C", "N", "P", "C", "O", "C", "O", "C", "H", "H", "H", "H", "H", "H", "H", "H", "H", "H", "H", "H"], "positions_angstrom": [[0.2090, -2.0768, 0.4819], [-0.1366, -1.0491, -0.5034], [-0.0222, 0.4401, -0.0665], [0.2680, 1.3676, -1.6012], [1.0878, 0.8555, 0.9639], [2.3958, 0.4141, 0.5262], [-1.4027, 1.0597, 1.0622], [-2.5930, 0.4846, 0.7165], [1.1228, -2.7197, 0.4147], [-0.5545, -2.8979, 0.4882], [0.1704, -1.4969, 1.4193], [-0.1119, 0.6784, -2.3519], [-0.0631, 2.3619, -1.6500], [1.2667, 1.3438, -1.7476], [3.1876, 1.1949, 0.5761], [2.1864, -0.0692, -0.5515], [2.7801, -0.2942, 1.3115], [-3.2604, 1.3342, 0.2407], [-2.9649, 0.1252, 1.6732], [-2.5012, -0.2938, -0.0463]], "forces_ev_per_a": [[-1.396, -0.462, 0.922], [0.996, 0.202, -0.527], [-3.182, 0.434, 1.105], [-2.923, -1.634, 0.882], [1.222, 0.556, 0.532], [0.321, -1.352, -0.623], [5.252, -0.411, -2.657], [-2.362, 1.524, -1.036], [-0.022, 1.345, -0.540], [0.125, 0.939, 0.178], [0.352, -1.405, 0.531], [-0.489, 0.411, -0.219], [-0.777, 1.187, -0.061], [3.452, 0.094, -0.257], [-1.090, 0.073, -0.621], [1.531, 0.755, 2.517], [-0.667, 0.032, -1.145], [0.680, -1.715, 1.044], [-0.897, -0.320, -0.336], [-0.127, -0.253, 0.309]], "lowdin_charge": [-0.221, -0.239, 0.675, -0.111, -0.290, -0.115, -0.296, -0.249, 0.073, 0.069, 0.059, 0.063, 0.045, -0.005, 0.089, 0.114, 0.097, 0.109, 0.078, 0.055]}